ORCA calculation (ωB97M-V with the def2-TZVPD basis set) on 11 unconnected molecules or ions with the total composition C40H86N6O18.

Last column: Mulliken charge in e.
Element x y z (Å)
O 4.25569 -2.38994 -5.22053  -0.65
C 4.14440 -1.18309 -5.14073  0.78
C 3.92030 -0.45605 -6.42006  -0.88
C 3.77439 0.86994 -6.49723  0.49
O 3.58637 1.46784 -7.69871  -0.56
C 3.85790 1.77864 -5.28929  0.51
O 3.77635 2.97953 -5.31502  -0.60
C 4.27187 1.04570 -4.06418  -0.49
C 4.30669 -0.30389 -3.97533  0.36
O 4.47347 -0.94834 -2.79301  -0.46
H 3.81383 -0.98537 -7.35683  0.43
H 3.25245 2.37049 -7.67270  0.34
H 4.35266 1.60889 -3.14170  0.50
H 5.12413 -1.66069 -2.88561  0.30
C -3.11723 1.81994 0.81985  -0.93
N -2.22084 2.47810 1.78331  0.29
C -1.72190 3.80581 1.47597  -0.37
C -1.94594 1.78595 2.89317  0.38
O -1.36737 2.25268 3.87171  -0.67
H -3.98558 2.47965 0.71879  0.42
H -3.46454 0.86981 1.21111  0.21
H -2.60087 1.82116 -0.13844  0.17
H -1.10536 3.74550 0.57846  -0.05
H -2.59024 4.46457 1.43089  0.35
H -1.07835 4.21823 2.25162  -0.02
H -2.42178 0.79674 2.91454  -0.03
C -1.50815 -3.45170 -3.89607  -0.76
N -0.32818 -2.62701 -4.08480  0.27
C 0.89216 -3.41085 -4.28139  -0.85
C -0.32130 -1.30164 -4.15638  -0.15
O 0.70772 -0.62141 -4.20077  -0.47
H -1.63113 -3.97800 -4.84744  0.39
H -2.40412 -2.88909 -3.64530  0.17
H -1.31491 -4.21693 -3.14407  0.24
H 0.90820 -3.98608 -5.20270  0.32
H 1.79353 -2.81440 -4.16136  0.01
H 0.91257 -3.97893 -3.34467  0.39
H -1.35889 -0.93257 -4.19231  0.49
C 3.43164 -5.53345 0.54476  -0.91
N 3.86809 -4.15836 0.66985  0.28
C 3.52364 -3.42208 1.89753  -0.43
C 4.93901 -3.67014 0.00181  0.09
O 5.57094 -4.30725 -0.82313  -0.65
H 3.70942 -6.02746 1.47939  0.36
H 3.94990 -6.09731 -0.22764  0.36
H 2.37108 -5.61131 0.30811  0.14
H 4.03380 -3.85331 2.75610  0.39
H 3.63184 -2.34440 1.82142  -0.34
H 2.42978 -3.44297 1.96516  0.30
H 5.14813 -2.64220 0.33591  0.41
C -3.08838 -1.11730 5.91016  -1.15
N -3.09114 -1.38536 4.48487  0.38
C -1.82261 -1.62363 3.84946  -0.21
C -4.32118 -1.44548 3.90048  -0.13
O -4.50062 -1.55692 2.70165  -0.47
H -2.07971 -1.19202 6.32090  0.33
H -3.53402 -1.98706 6.40651  0.44
H -3.51484 -0.16895 6.23004  0.33
H -1.09609 -0.86018 4.14294  -0.08
H -1.39199 -2.58655 4.13228  0.45
H -1.86076 -1.48558 2.76812  -0.18
H -5.19923 -1.29149 4.54789  0.36
C 0.03603 4.25506 -2.65903  -0.91
N 1.26342 3.49616 -2.41614  0.60
C 0.97494 2.11976 -2.05437  -0.40
C 2.46364 4.08850 -2.32830  -0.13
O 3.50422 3.51721 -2.04952  -0.54
H 0.13660 5.20303 -3.18216  0.39
H -0.50372 4.43495 -1.72598  0.23
H -0.53338 3.56072 -3.27930  0.30
H 0.25063 2.08956 -1.23185  -0.01
H 0.49120 1.52685 -2.83496  0.47
H 1.79421 1.49901 -1.70766  -0.35
H 2.37516 5.15555 -2.58309  0.30
C 2.20927 -0.68456 -0.56417  -0.75
N 0.94952 -0.49569 0.10895  1.53
C 0.96637 -0.13672 1.50284  1.64
C -0.16533 -0.71591 -0.59783  -0.20
O -1.28404 -0.57305 -0.11020  -0.35
H 2.87458 -1.39165 -0.04916  -0.35
H 2.83732 0.20420 -0.44833  0.56
H 2.13133 -1.10157 -1.56446  0.03
H -0.07144 -0.17096 1.84069  -1.01
H 1.47498 -0.79627 2.20827  -0.14
H 1.31925 0.89117 1.60481  -1.04
H -0.02248 -1.19610 -1.57091  0.12
C 0.09697 6.53744 5.00282  -0.79
O 1.19152 5.71725 4.65388  -0.39
C 0.97921 4.31027 4.70073  -0.69
C 1.82631 3.68747 3.56217  0.44
O 1.71983 4.43684 2.40869  -0.42
C 2.35233 3.93725 1.23582  0.22
H 0.43083 7.56765 5.11653  0.26
H -0.12729 6.19183 6.02061  0.37
H -0.77452 6.51459 4.34475  0.24
H -0.09817 4.20579 4.55677  0.32
H 1.27596 3.94424 5.68780  0.38
H 1.44878 2.65700 3.50069  -0.35
H 2.85983 3.70724 3.92926  0.49
H 1.91956 2.92898 1.19104  -0.64
H 3.44092 3.84626 1.27327  0.33
H 2.07067 4.56578 0.39661  0.23
C -5.29267 2.52224 -5.24636  -0.55
O -6.32879 2.65818 -4.25358  -0.45
C -6.13513 1.95844 -3.03633  -0.25
C -5.81560 0.47441 -3.24698  -0.48
O -4.44991 0.21314 -3.58593  -0.42
C -3.49007 0.71392 -2.66690  -0.41
H -5.65269 3.18872 -6.02969  0.28
H -5.24170 1.49768 -5.60131  0.22
H -4.37526 2.98290 -4.87499  0.21
H -7.08610 2.03656 -2.50437  0.39
H -5.42969 2.57650 -2.46906  0.21
H -6.43611 0.06213 -4.04081  0.40
H -5.98697 -0.12887 -2.34887  0.29
H -3.88958 0.75466 -1.65204  0.56
H -2.99529 1.62832 -2.99699  0.41
H -2.76767 -0.10476 -2.63496  -0.45
C -1.21037 -4.65805 0.23477  -0.65
O -2.45981 -4.44240 -0.35309  -0.40
C -3.15662 -3.38093 0.29140  0.32
C -4.15941 -2.68507 -0.60244  0.29
O -5.09636 -3.62588 -1.13313  -0.50
C -4.77860 -4.24038 -2.38614  -0.54
H -1.38939 -4.91112 1.28888  0.42
H -0.54895 -3.78076 0.24239  0.08
H -0.63064 -5.46324 -0.21552  0.33
H -2.39063 -2.74374 0.73985  -0.48
H -3.72975 -3.73715 1.15727  0.33
H -3.61974 -2.14955 -1.39200  -0.25
H -4.72323 -1.91990 -0.07276  0.35
H -5.45621 -5.07099 -2.58765  0.33
H -3.78075 -4.66883 -2.46762  0.13
H -4.98725 -3.58245 -3.23425  0.24
C 4.46454 0.27598 2.69491  -0.38
O 4.65801 -0.96792 3.32885  -0.33
C 4.43293 -1.03165 4.71407  -0.79
C 2.97820 -1.04890 5.17671  -0.31
O 2.43931 0.25105 5.12746  -0.25
C 1.12680 0.40216 5.62954  -0.55
H 4.54043 0.01177 1.63858  0.12
H 5.17476 1.04696 3.00068  0.40
H 3.45734 0.69286 2.78418  0.10
H 4.96174 -0.14368 5.08569  0.36
H 4.96019 -1.90590 5.09810  0.40
H 2.95064 -1.43999 6.20100  0.47
H 2.32230 -1.66667 4.54858  0.23
H 1.08397 0.62213 6.70353  0.28
H 0.58290 -0.54113 5.51899  0.30
H 0.52722 1.22158 5.23144  0.08

* charge: 0

***

ORCA calculation (ωB97M-V with the def2-TZVPD basis set) on 5 unconnected molecules or ions with the total composition C40H87N5O8.

Last column: Mulliken charge in e.
Element x y z (Å)
C -2.04851 0.41736 4.70281  -0.71
O -2.07706 0.22725 3.27808  -0.22
C -2.43904 1.41871 2.57191  -0.33
C -4.02662 1.43966 2.48982  -0.49
C -4.45649 0.01495 1.91496  0.14
C -5.67696 0.18981 0.93797  -1.04
C -5.33847 0.87704 -0.43136  -0.39
C -4.62814 -0.07180 -1.48660  0.32
O -4.84606 0.55682 -2.76862  -0.35
C -3.75793 0.68298 -3.58822  0.46
O -3.96121 0.58533 -4.75837  -0.55
O -2.47215 0.97903 -3.19065  -0.12
C -1.53223 -0.03617 -3.62915  0.44
C -0.26138 0.56883 -4.32908  -1.19
C 0.26694 1.89734 -3.68079  -0.16
C 1.54764 1.66577 -2.75331  -0.40
C 1.18944 1.84444 -1.24085  -1.36
C 0.25691 0.70485 -0.69170  0.59
C 0.88662 -0.73679 -0.95832  0.02
C -0.09504 -1.82315 -0.39601  -0.49
C 0.59422 -3.22606 -0.12663  0.24
C 0.38432 -3.75374 1.36538  -0.90
C -0.37936 -5.12960 1.42549  -0.90
C -1.93864 -4.99816 1.46846  -0.21
N -2.54762 -5.14268 0.13351  0.29
C -3.69242 -4.48356 -0.27293  -0.46
C -4.03043 -4.78475 -1.63287  -0.57
C -2.98319 -5.73965 -2.08137  -0.58
C -2.13648 -5.91175 -0.94237  -0.35
H -2.72107 -0.35042 5.16455  0.17
H -2.32360 1.46302 4.97565  0.38
H -1.00655 0.21083 5.06371  0.20
H -2.02009 2.33982 3.04242  0.39
H -2.10330 1.30259 1.51024  -0.11
H -4.44837 1.63843 3.50105  0.35
H -4.31273 2.23968 1.76227  0.34
H -4.78008 -0.57610 2.80878  0.27
H -3.62250 -0.49126 1.37428  -0.21
H -6.38725 0.88469 1.47033  0.31
H -6.25177 -0.74545 0.74394  0.40
H -4.79952 1.84482 -0.30261  0.14
H -6.32810 1.12954 -0.90494  0.34
H -3.56946 -0.31939 -1.24476  -0.17
H -5.18947 -1.04526 -1.44048  0.16
H -1.23957 -0.65629 -2.73647  -0.64
H -1.97492 -0.77556 -4.34881  0.61
H -0.47310 0.64569 -5.42853  0.37
H 0.56291 -0.19047 -4.24628  0.43
H -0.52878 2.48339 -3.16043  0.31
H 0.65058 2.53932 -4.51994  0.21
H 2.01375 0.66087 -2.94540  0.21
H 2.32058 2.42667 -3.01887  0.16
H 0.66666 2.83829 -1.14818  0.31
H 2.12840 1.95567 -0.63691  0.25
H -0.79854 0.78201 -1.06775  -0.17
H 0.23617 0.83502 0.42455  0.39
H 0.93813 -0.85905 -2.07314  0.03
H 1.91603 -0.78583 -0.53586  0.26
H -0.51603 -1.45594 0.56765  -0.10
H -0.96432 -2.00040 -1.08283  -0.08
H 1.68877 -3.14285 -0.32993  -0.22
H 0.19437 -3.98179 -0.85803  0.39
H -0.07578 -2.97032 2.01431  0.42
H 1.42427 -3.96854 1.73989  0.33
H 0.01000 -5.75665 0.59098  0.36
H -0.06569 -5.64823 2.37191  0.39
H -2.18132 -3.96272 1.83470  0.18
H -2.41303 -5.68634 2.21843  0.24
H -4.26230 -3.81220 0.39353  0.40
H -4.85836 -4.41575 -2.25993  0.41
H -2.82364 -6.26582 -3.03628  0.41
H -1.24661 -6.57071 -0.88673  0.32
C 5.00631 2.41123 -1.94476  -0.66
O 4.18169 3.55773 -1.80381  -0.04
C 4.71720 4.56896 -0.96215  -0.88
C 5.75496 5.48174 -1.64063  0.39
C 7.12388 4.82856 -1.81196  -1.49
N 5.28572 5.95354 -2.94805  -0.75
H 5.55418 2.18127 -1.02646  0.35
H 5.69792 2.54588 -2.77878  0.22
H 4.36288 1.56287 -2.18598  0.08
H 3.86376 5.19010 -0.67419  0.31
H 5.11003 4.13061 -0.03592  0.44
H 5.89298 6.35248 -0.99241  0.44
H 7.14836 4.11736 -2.63823  0.28
H 7.87849 5.58799 -2.02628  0.37
H 7.42750 4.30646 -0.90091  0.35
H 4.42146 6.47647 -2.81592  0.25
H 4.99416 5.13502 -3.47922  0.35
C -5.09216 -4.56136 8.86425  -0.63
O -4.33447 -3.60801 9.58935  -0.39
C -2.95184 -3.58481 9.27164  -0.74
C -2.60278 -2.79281 7.99814  0.45
C -2.93966 -3.53318 6.70621  -1.42
N -3.26155 -1.48223 7.97914  -0.62
H -4.52202 -5.47290 8.66415  0.30
H -5.45669 -4.12778 7.93080  0.23
H -5.96362 -4.82303 9.46601  0.26
H -2.46701 -3.08893 10.11781  0.37
H -2.54750 -4.60420 9.23480  0.40
H -1.52024 -2.63175 8.00344  0.36
H -4.00588 -3.51199 6.47684  0.27
H -2.42492 -3.06873 5.86142  0.28
H -2.62032 -4.57734 6.75625  0.36
H -2.95609 -0.95183 8.79164  0.27
H -4.25313 -1.63718 8.15177  0.28
C 7.53131 -4.42479 -0.28109  -0.64
O 7.20895 -3.08166 -0.59778  -0.39
C 6.41513 -2.92213 -1.76331  -0.82
C 4.90929 -3.16104 -1.54803  0.43
C 4.53484 -4.63626 -1.43310  -1.50
N 4.41390 -2.45195 -0.36330  -0.42
H 7.67774 -5.03426 -1.17720  0.29
H 6.75872 -4.86207 0.35451  0.23
H 8.46093 -4.41949 0.28990  0.26
H 6.54884 -1.87907 -2.06592  0.32
H 6.80664 -3.53688 -2.58349  0.47
H 4.38965 -2.76485 -2.42628  0.31
H 4.78303 -5.05681 -0.45798  0.33
H 3.45820 -4.76249 -1.56711  0.32
H 5.03692 -5.23037 -2.20069  0.39
H 4.57626 -1.45526 -0.48938  0.16
H 5.02202 -2.69854 0.41549  0.29
C -1.91828 5.79621 -3.61821  -0.67
O -0.71761 5.33503 -4.21292  -0.12
C -0.07728 6.27346 -5.06143  -0.91
C 0.77463 7.32208 -4.32274  0.36
C -0.04913 8.41650 -3.64981  -1.50
N 1.64711 6.69687 -3.32007  -0.62
H -2.47793 6.45987 -4.28321  0.34
H -1.70613 6.29645 -2.67090  0.26
H -2.53699 4.92500 -3.39669  0.14
H 0.59371 5.68429 -5.69411  0.34
H -0.80499 6.74471 -5.73393  0.44
H 1.40743 7.81016 -5.07043  0.46
H -0.51409 8.08061 -2.72244  0.30
H 0.58969 9.26439 -3.39408  0.37
H -0.83545 8.78183 -4.31496  0.36
H 2.26418 6.03835 -3.79081  0.22
H 1.06168 6.10258 -2.73571  0.26

* charge: 0

***

ORCA calculation (ωB97M-V with the def2-TZVPD basis set) on 6 unconnected molecules or ions with the total composition C40H90F6N5P.

Last column: Mulliken charge in e.
Element x y z (Å)
C -0.52259 -2.05713 -2.71780  -0.70
C -1.29602 -2.29563 -3.95487  -0.06
C -1.04961 -1.44897 -5.18924  -0.74
N -1.77133 -2.10769 -6.45897  0.31
C -3.35266 -2.37039 -6.24611  -1.12
C -1.73786 -1.22310 -7.70628  -0.68
C -0.55311 -1.70707 -8.47672  -0.57
C -0.61000 -3.18978 -8.29218  -0.66
C -1.05975 -3.44875 -6.94095  -0.45
H 0.40802 -2.62415 -2.69440  0.02
H -0.91242 -2.29907 -1.72907  0.00
H -0.20071 -1.01964 -2.62777  0.18
H -2.37155 -2.26291 -3.78085  0.29
H -1.26289 -3.35040 -4.22775  0.48
H -0.02395 -1.23931 -5.49283  0.40
H -1.55937 -0.48805 -5.11950  0.15
H -3.56560 -3.18934 -5.55903  0.42
H -3.75961 -2.82995 -7.14683  0.52
H -3.92556 -1.49293 -5.94620  0.30
H -2.59378 -1.37009 -8.36500  0.46
H -1.77563 -0.17870 -7.39660  0.32
H -0.61030 -1.42334 -9.52758  0.41
H 0.39789 -1.28589 -8.15068  0.31
H -1.18002 -3.80710 -8.98651  0.33
H 0.43213 -3.50477 -8.34527  0.34
H -1.73975 -4.27107 -6.71843  0.43
H -0.23059 -3.56109 -6.24239  0.24
C -3.99862 1.39685 -4.14316  -1.59
C -3.14033 2.49100 -3.65944  -0.16
C -3.00665 2.58144 -2.15064  -0.65
N -2.16236 3.71166 -1.43811  0.47
C -2.66161 5.12170 -1.84878  -1.00
C -0.67659 3.52147 -1.64240  -0.63
C 0.01427 4.04349 -0.43556  -0.37
C -1.03470 4.18645 0.73062  0.37
C -2.40912 3.62176 0.11095  -0.81
H -3.90026 0.40493 -3.70210  0.24
H -3.97718 1.33696 -5.23131  0.32
H -4.99358 1.77379 -3.90639  0.59
H -3.57541 3.43756 -3.98013  0.26
H -2.20627 2.48741 -4.22123  0.40
H -2.71200 1.60597 -1.76370  0.18
H -4.04338 2.64369 -1.81986  0.46
H -2.04088 5.87371 -1.36166  0.38
H -3.71162 5.29891 -1.61603  0.39
H -2.67029 5.27049 -2.92854  0.37
H -0.35078 3.93642 -2.59621  0.54
H -0.50256 2.44557 -1.62656  0.00
H 0.46208 5.00649 -0.68091  0.42
H 0.75283 3.27370 -0.21184  0.22
H -1.16074 5.20992 1.08381  0.56
H -0.65844 3.52758 1.51318  -0.52
H -3.26070 4.23011 0.41558  0.42
H -2.49665 2.57116 0.38789  0.18
C 2.92578 -0.63921 -1.91325  -0.89
C 3.58641 -2.08777 -2.07517  -0.32
C 4.00201 -2.92524 -0.77637  -0.88
N 4.41739 -4.31501 -1.22161  0.40
C 3.13402 -5.04788 -1.66031  -1.15
C 4.93069 -5.05295 -0.00014  -0.38
C 6.25773 -5.75435 -0.44910  -0.72
C 6.16947 -5.71800 -1.93370  -0.76
C 5.52698 -4.31765 -2.24080  -0.67
H 3.57299 0.01919 -1.33382  0.46
H 1.92656 -0.58642 -1.48094  -0.32
H 2.73020 -0.21856 -2.89960  0.49
H 4.43995 -1.90980 -2.72931  0.36
H 2.92320 -2.67197 -2.71310  0.14
H 3.26308 -2.96291 0.02404  0.58
H 4.85700 -2.47914 -0.26836  0.46
H 2.95074 -4.65573 -2.66067  0.44
H 2.29338 -5.16323 -0.97612  0.32
H 3.34036 -6.10708 -1.81405  0.50
H 4.21814 -5.79420 0.36169  0.37
H 5.29301 -4.33710 0.73769  0.28
H 6.50336 -6.77108 -0.14250  0.38
H 7.09136 -5.10738 -0.17599  0.32
H 5.52121 -6.51966 -2.28750  0.30
H 7.04653 -5.83555 -2.57014  0.47
H 5.20298 -4.17341 -3.27148  0.40
H 6.26048 -3.56885 -1.94182  0.39
C -3.51490 -2.68817 0.39434  -1.11
C -4.02140 -2.03357 1.69714  -0.36
C -2.82170 -1.87086 2.68316  -0.42
N -3.26313 -1.91586 4.14999  0.15
C -3.60614 -3.36140 4.57664  -0.90
C -2.05488 -1.41253 5.00155  -0.12
C -2.41352 -0.00220 5.39601  -0.20
C -3.52724 0.50512 4.57790  -0.19
C -4.33108 -0.83728 4.39933  -0.63
H -3.95148 -3.67928 0.27109  0.49
H -2.45020 -2.92069 0.37338  0.29
H -3.77004 -2.00894 -0.41907  0.27
H -4.68018 -2.79017 2.12338  0.24
H -4.60956 -1.11923 1.61879  0.60
H -2.51664 -0.84565 2.47341  -0.19
H -2.08024 -2.66437 2.59004  0.67
H -3.91109 -3.38737 5.62280  0.43
H -2.66261 -3.90582 4.61479  0.46
H -4.32829 -3.79449 3.88452  0.32
H -1.91768 -2.09846 5.83748  0.52
H -1.16356 -1.36855 4.37569  0.03
H -2.51487 0.12470 6.47385  0.32
H -1.57621 0.66536 5.19258  0.08
H -4.11232 1.30664 5.02884  0.52
H -3.25727 1.02790 3.66033  -0.17
H -4.72387 -1.10076 5.38137  0.49
H -5.13238 -0.82474 3.66050  0.37
C 1.39659 5.49654 8.70625  -1.41
C 1.64045 4.54558 7.48230  -0.13
C 2.18182 5.31127 6.23594  -0.71
N 2.59955 4.37521 5.07169  0.18
C 3.81676 3.48036 5.57533  -0.96
C 3.08160 5.20607 3.81727  -0.66
C 2.82256 4.23429 2.66250  -0.72
C 1.95277 3.09879 3.12256  0.70
C 1.45244 3.54413 4.43842  -0.61
H 0.68699 6.25722 8.38079  0.38
H 2.26954 5.97161 9.15387  0.38
H 0.97014 4.90163 9.51393  0.38
H 0.70541 4.05220 7.21701  0.27
H 2.45214 3.93136 7.87213  0.28
H 3.10788 5.78059 6.56798  0.35
H 1.48923 5.96196 5.70209  0.43
H 4.54027 4.17138 6.00791  0.34
H 4.12921 2.87508 4.72439  0.39
H 3.35688 2.82508 6.31507  0.38
H 4.12322 5.46340 4.00939  0.42
H 2.45287 6.09259 3.73432  0.39
H 3.73456 3.68881 2.41996  0.26
H 2.48403 4.67799 1.72622  0.47
H 2.65439 2.27135 3.22836  0.36
H 1.32220 2.78296 2.29145  -1.05
H 1.24053 2.65842 5.03735  0.39
H 0.55808 4.16720 4.44272  0.43
P 0.23045 -0.20777 1.15650  1.61
F 1.68879 0.48917 1.82755  -0.43
F 0.56791 0.77468 -0.13569  -0.47
F 1.09090 -1.33760 0.59749  -0.22
F -1.03324 -0.79544 0.35059  -0.39
F 0.03949 -1.01278 2.59635  -0.38
F -0.73082 1.00436 1.68492  -0.55

* 2S+1: 2
* charge: +5
* ⟨S²⟩: 0.75

***

Number 1: E_tot -88662.418 eV. Number 2: E_tot -66716.327 eV. Number 3: E_tot -75934.812 eV.